Record 1
Molecular formula: C27H51BN8O3P2S
Method: DFT, the ωB97M-V functional and the def2-TZVPD basis

Last column: Mulliken charge in e.
Element x y z (Å)
C1 3.89485 -1.30679 -0.96015  -0.81
B1 2.72142 -1.73106 -1.99775  0.30
O1 2.52452 -1.06641 -3.24909  -0.57
C2 1.75155 -2.93138 -1.50794  0.57
C3 1.00508 -2.67362 -0.27352  -0.14
C4 0.04084 -3.70980 0.31025  0.25
C5 -0.65075 -3.28519 1.65963  -0.47
C6 0.17877 -3.94380 2.83921  0.39
C7 -0.42256 -4.10323 4.18609  -0.53
C8 0.34680 -4.75067 5.27474  -0.49
C9 1.70637 -5.26328 5.08519  -0.51
C10 2.32965 -5.08226 3.76542  0.51
C11 3.79077 -5.59323 3.44853  -1.24
C12 1.56772 -4.42817 2.67295  -0.27
C13 -0.16033 -4.98452 -0.33941  -0.80
C14 0.61677 -5.24193 -1.59296  0.39
N1 0.55759 -6.42833 -2.31202  -0.65
S1 1.64162 -6.21261 -3.56653  0.13
N2 2.25713 -4.65663 -3.35846  -0.60
C15 1.59579 -4.24930 -2.20315  0.33
H1 4.80696 -1.97019 -1.05522  0.35
H2 3.49011 -1.51177 0.07772  0.26
H3 4.15261 -0.21388 -1.01977  0.18
H4 3.32942 -1.29819 -3.75567  0.30
H5 1.13730 -1.69559 0.26650  0.24
H6 -1.69534 -3.72287 1.67023  0.44
H7 -0.72888 -2.16760 1.76793  -0.02
H8 -1.46618 -3.72340 4.36335  0.35
H9 -0.13314 -4.87865 6.28328  0.30
H10 2.30901 -5.78373 5.87426  0.36
H11 4.11394 -5.29791 2.40809  0.30
H12 3.80328 -6.72185 3.49272  0.29
H13 4.49792 -5.18770 4.22453  0.32
H14 2.12446 -4.32478 1.70290  0.07
H15 -0.86943 -5.71177 0.11618  0.41
O2 1.80934 2.55391 0.34611  -0.90
P1 1.65060 3.56099 -0.79898  1.09
N3 2.85804 2.80722 -1.75964  0.36
C16 3.84769 3.43683 -2.60683  -0.99
C17 2.38243 1.58498 -2.40779  -1.39
N4 2.28222 4.87561 0.14484  0.18
C18 3.70186 4.92217 0.47334  -1.08
C19 1.51308 5.10054 1.37193  -1.12
N5 1.33327 4.70465 -2.14241  -0.01
C20 1.83129 6.07077 -2.20581  -0.89
C21 -0.10795 4.71693 -2.46027  -1.16
H16 3.42190 3.80620 -3.55101  0.35
H17 4.63594 2.72203 -2.86020  0.34
H18 4.35754 4.26243 -2.11723  0.22
H19 1.77564 1.82076 -3.29235  0.23
H20 1.76548 0.99489 -1.72549  0.29
H21 3.20779 0.94666 -2.70933  0.53
H22 4.08420 3.95548 0.81463  0.29
H23 3.90222 5.65758 1.25760  0.39
H24 4.29275 5.25958 -0.37939  0.25
H25 1.77089 4.38519 2.16070  0.32
H26 0.43955 5.00888 1.17611  0.35
H27 1.68330 6.11335 1.74903  0.38
H28 1.38954 6.71977 -1.44373  0.29
H29 1.59559 6.50092 -3.18533  0.38
H30 2.91618 6.11504 -2.12089  0.28
H31 -0.68631 5.21101 -1.67220  0.37
H32 -0.48018 3.69148 -2.55962  0.36
H33 -0.30308 5.21973 -3.41061  0.39
O3 -3.35001 2.60355 -0.46072  -0.85
P2 -3.90221 1.17637 -0.52801  1.05
N6 -5.33932 1.55136 0.33381  0.16
C22 -6.02648 0.73095 1.30882  -0.84
C23 -6.33030 2.25599 -0.47736  -1.13
N7 -2.65884 0.55105 0.50986  0.51
C24 -2.67249 0.85743 1.93565  -1.30
C25 -1.31577 0.81634 -0.00955  -1.47
N8 -4.49010 -0.49823 -0.78096  0.00
C26 -4.05891 -1.65567 -0.01006  -1.05
C27 -4.42649 -0.84151 -2.21386  -1.07
H34 -6.59478 -0.08837 0.84567  0.31
H35 -6.73370 1.33830 1.88036  0.37
H36 -5.35441 0.30374 2.04828  0.16
H37 -6.86828 1.56161 -1.13640  0.33
H38 -5.85326 3.01307 -1.10430  0.30
H39 -7.05590 2.78121 0.14767  0.36
H40 -2.87338 1.91419 2.13469  0.33
H41 -1.71664 0.60440 2.40361  0.36
H42 -3.40840 0.24805 2.46265  0.31
H43 -0.98856 1.84235 0.18752  0.56
H44 -1.28424 0.65733 -1.09347  0.42
H45 -0.58981 0.12846 0.43400  0.04
H46 -3.00914 -1.91389 -0.18231  0.36
H47 -4.66443 -2.52584 -0.28664  0.48
H48 -4.21752 -1.51727 1.05872  0.22
H49 -3.39076 -0.96995 -2.54773  0.34
H50 -4.87830 -0.04280 -2.81219  0.37
H51 -4.98403 -1.75568 -2.43101  0.35

* HOMO-LUMO gap: 7.00 eV
* energy: -2828.642237 Ha
* HOMO level: -7.961 eV
* total charge: 0
* M: 640.6 g mol⁻¹

---

Record 2
Molecular formula: C54H38N5O10PPbS
Method: DFT, the ωB97M-V functional and the def2-TZVPD basis

Last column: Mulliken charge in e.
Element x y z (Å)
Pb1 -1.19453 0.39767 0.13962  4.63
C1 -1.44045 -5.45828 -2.56713  -0.71
C2 -2.65510 -4.95570 -3.02855  -0.67
C3 -3.01909 -3.65007 -2.75753  -0.59
C4 -2.14773 -2.81704 -2.05076  -0.60
C5 -0.93852 -3.31948 -1.59414  1.31
C6 -0.59400 -4.64227 -1.83447  -0.83
N1 -2.44356 -1.46120 -1.73570  1.64
N2 -3.40982 -0.98422 -2.32498  -1.22
C7 -3.76212 0.33849 -1.95902  -0.21
C8 -4.93206 0.79807 -2.56879  -0.10
C9 -5.37908 2.08494 -2.33187  -0.78
C10 -4.64280 2.91540 -1.49503  -0.85
C11 -3.48956 2.44390 -0.88027  -0.61
C12 -3.02675 1.14834 -1.08738  0.31
H1 -1.15596 -6.48115 -2.78495  0.42
H2 -3.31757 -5.59152 -3.60476  0.36
H3 -3.97111 -3.25441 -3.08011  0.47
H4 -0.26106 -2.66383 -1.05896  -0.35
H5 0.34943 -5.01939 -1.45956  0.61
H6 -5.47964 0.11476 -3.20794  0.41
H7 -6.29599 2.43879 -2.78821  0.35
H8 -4.97715 3.93050 -1.31096  0.43
H9 -2.93790 3.09929 -0.21186  0.41
C13 6.20726 1.14834 0.67596  -0.56
C14 5.97864 -0.16072 1.07042  -0.75
C15 4.88063 -0.85323 0.57856  -0.30
C16 3.99216 -0.25473 -0.31928  0.51
C17 4.21250 1.07521 -0.67451  -0.39
C18 5.31511 1.76415 -0.18980  -0.73
P1 2.47741 -1.23553 -0.72666  0.92
C19 3.23132 -2.29042 -2.11101  0.02
C20 4.52044 -2.82538 -2.03628  -0.61
C21 4.99385 -3.72949 -2.98087  -0.61
C22 4.18053 -4.15541 -4.02057  -0.57
C23 2.88520 -3.65912 -4.09920  -0.86
C24 2.42463 -2.74601 -3.16223  -0.08
C25 1.57474 -0.08145 -1.85370  -0.03
C26 2.22799 0.31486 -3.03643  0.38
C27 1.65048 1.17914 -3.94525  -1.10
C28 0.38213 1.68001 -3.70331  -1.13
C29 -0.27979 1.31776 -2.54322  -0.62
C30 0.30824 0.44676 -1.62921  0.03
H10 7.04764 1.70252 1.07784  0.34
H11 6.63995 -0.63481 1.78663  0.35
H12 4.66424 -1.85130 0.94430  0.47
H13 3.49353 1.59353 -1.29248  0.27
H14 5.45469 2.80429 -0.46223  0.40
H15 5.17844 -2.52937 -1.23030  0.34
H16 6.01330 -4.09263 -2.90492  0.39
H17 4.54587 -4.86591 -4.75285  0.35
H18 2.22784 -3.98068 -4.90024  0.40
H19 1.40814 -2.38119 -3.25395  0.41
H20 3.22361 -0.05992 -3.22957  0.63
H21 2.19796 1.47388 -4.83426  0.34
H22 -0.08866 2.36196 -4.40289  0.45
H23 -1.25774 1.73504 -2.34831  0.66
O1 0.63298 -2.98530 1.18205  -0.71
C31 -0.54475 -3.00372 1.45354  -0.50
N3 -1.47246 -2.01798 1.22289  0.38
S1 -2.96997 -2.50974 1.64920  0.97
O2 -3.85404 -2.52022 0.50743  -0.72
O3 -3.49075 -1.88208 2.83518  -0.70
C32 -2.52569 -4.15841 2.16162  0.37
C33 -3.27386 -5.14787 2.77065  -0.83
C34 -2.59452 -6.24591 3.28186  -0.53
C35 -1.20777 -6.34310 3.16680  -0.55
C36 -0.47516 -5.33886 2.54897  -0.41
C37 -1.15843 -4.23593 2.06837  0.07
H24 -4.34994 -5.05794 2.85652  0.47
H25 -3.14714 -7.02841 3.78845  0.37
H26 -0.69837 -7.20793 3.57628  0.40
H27 0.60342 -5.37925 2.45749  0.49
O4 -1.06276 3.82871 1.74159  -0.70
C38 -0.45920 3.71163 0.67501  -0.02
O5 -0.43428 2.74530 -0.14633  -0.36
C39 0.33389 4.93592 0.22350  -0.09
C40 1.01399 5.70762 1.16057  -0.35
C41 1.65902 6.86745 0.77919  -0.54
C42 1.60132 7.27002 -0.55066  -0.05
C43 0.92742 6.51231 -1.49966  -0.46
C44 0.30712 5.34102 -1.10728  -0.19
N4 2.25246 8.50662 -0.95398  1.00
O6 2.16470 8.85925 -2.11906  -0.64
O7 2.85878 9.14835 -0.11242  -0.64
H28 1.02234 5.38069 2.19195  0.51
H29 2.20347 7.47318 1.48874  0.46
H30 0.90718 6.84878 -2.52589  0.45
H31 -0.20572 4.71761 -1.82921  0.39
C45 -0.37910 1.71466 5.79295  -0.77
C46 0.41255 1.51305 4.64133  -0.54
C47 -0.18046 1.28026 3.43607  0.76
C48 -1.58495 1.23302 3.30850  -0.71
C49 -2.24455 0.94908 2.09647  1.00
C50 -3.59829 0.93265 1.99404  -0.93
C51 -4.38905 1.22693 3.13052  -1.11
C52 -3.79561 1.48610 4.33002  -1.14
C53 -2.38384 1.47924 4.45572  1.36
C54 -1.74305 1.70760 5.69827  -0.91
H32 0.10258 1.88163 6.74986  0.34
H33 1.49349 1.53914 4.70417  0.45
H34 0.41364 1.14042 2.54343  -0.68
H35 -4.10031 0.67198 1.07174  0.67
H36 -5.46875 1.21462 3.03701  0.38
H37 -4.39459 1.69862 5.21018  0.31
H38 -2.36166 1.86225 6.57687  0.35
O8 2.32249 -0.42608 2.90931  -0.65
N5 2.22072 0.51299 2.11305  0.89
O9 2.71124 1.63042 2.34751  -0.70
O10 1.59406 0.33789 1.00270  -0.86

* HOMO-LUMO gap: 6.58 eV
* energy: -4038.973613 Ha
* HOMO level: -3.200 eV
* total charge: -2
* M: 1187.2 g mol⁻¹

---

Record 3
Molecular formula: C3H7NO3
Method: DFT, the ωB97M-V functional and the def2-TZVPD basis

Last column: Mulliken charge in e.
Element x y z (Å)
C1 -0.86540 -0.62360 -0.61526  -0.32
C2 0.43391 0.06440 -0.56700  0.46
N1 1.38658 -0.82503 0.08924  -0.72
C3 -0.02630 1.37336 0.32557  0.03
O1 -0.92211 -1.88268 -0.33806  -0.48
O2 -1.13696 0.43193 1.14642  -0.59
O3 -0.54546 2.30827 -0.30221  -0.69
H1 -0.00158 -2.08135 0.02145  0.46
H2 -1.91594 0.99737 1.23383  0.32
H3 -1.71335 -0.18521 -1.12518  0.40
H4 0.76269 0.45227 -1.52752  0.43
H5 1.54732 -0.55742 1.05515  0.23
H6 2.21063 -1.02507 -0.46014  0.20
H7 0.78597 1.55276 1.06370  0.27

* HOMO-LUMO gap: 8.77 eV
* energy: -398.895240 Ha
* HOMO level: -8.351 eV
* total charge: 0
* M: 105.1 g mol⁻¹